1.
Molecular formula: C5H7N2
Method: DFT, ωB97M-V with the def2-TZVPD basis set

Output
molar mass = 95.125 g mol⁻¹
charge = +1
energy relative to the best compared isomer or geometry (same formula, charge and spin) = 5.624 eV
lowest unoccupied orbital energy = -0.2711 Eh
gap between HOMO and LUMO = 7.62 eV
HOMO energy = -14.99 eV

CARTESIAN COORDINATES (ANGSTROEM)
1 C -0.286 0.896 1.616
2 C -1.356 -1.173 1.290
3 C 0.559 0.884 0.541
4 C 1.309 0.866 -0.499
5 C 1.013 0.306 -1.847
6 N -1.085 -0.053 1.963
7 N -1.570 -1.271 0.054
8 H -0.347 1.813 2.201
9 H -1.512 -1.997 2.008
10 H 2.294 1.333 -0.413
11 H 0.070 -0.235 -1.847
12 H 1.829 -0.348 -2.150
13 H 0.967 1.123 -2.569
14 H -1.884 -2.146 -0.348

Forces on atoms 1 to 2 (eV/Å):
C -0.99 -0.09 1.49
C -0.54 -2.90 -0.15

2.
Molecular formula: C17H30N4O
Method: DFT, ωB97M-V with the def2-TZVPD basis set

Output
molar mass = 306.454 g mol⁻¹
charge = 0
energy relative to the best compared isomer or geometry (same formula, charge and spin) = 22.123 eV
lowest unoccupied orbital energy = 0.0203 Eh
gap between HOMO and LUMO = 8.76 eV
HOMO energy = -8.21 eV

CARTESIAN COORDINATES (ANGSTROEM)
1 C -0.178 -2.412 1.307
2 H -0.335 -1.507 0.752
3 H -0.566 -2.566 2.192
4 H 0.944 -2.464 1.390
5 C -0.627 -3.403 0.141
6 N -0.045 -3.529 -0.922
7 C -0.348 -2.382 -1.748
8 H 0.596 -2.604 -2.749
9 H 0.260 -1.459 -1.398
10 C -1.629 -2.373 -2.385
11 H -1.441 -2.097 -3.233
12 H -1.913 -3.258 -2.235
13 C -2.521 -1.261 -1.792
14 N -1.915 -0.057 -1.687
15 C -2.586 1.080 -2.311
16 O -3.915 1.035 -2.501
17 C -2.001 2.361 -2.340
18 N -1.123 2.583 -1.059
19 C -1.011 3.429 -0.220
20 C -0.197 3.296 0.881
21 C 0.541 2.195 0.299
22 N -0.090 1.716 -0.565
23 C 1.627 1.425 1.201
24 C 2.108 2.480 2.250
25 H 3.164 1.965 2.680
26 H 2.763 3.155 1.493
27 C 0.959 3.241 2.778
28 C 1.831 3.914 4.086
29 H 2.288 4.807 3.723
30 H 2.168 3.326 4.724
31 H 1.030 4.471 4.616
32 C 0.317 4.143 1.889
33 H -0.627 4.390 2.533
34 H 0.759 5.024 1.603
35 H 0.394 2.464 3.300
36 H 2.455 0.980 0.527
37 H 1.307 0.629 1.516
38 H -2.011 4.262 -0.096
39 H -1.182 2.291 -3.109
40 H -2.496 3.215 -2.183
41 H -1.182 0.124 -1.394
42 H -2.624 -1.530 -0.264
43 H -3.516 -1.240 -1.977
44 C 1.330 -3.908 -0.894
45 C 1.931 -4.815 -1.988
46 H 1.090 -5.864 -2.175
47 H 2.723 -5.315 -1.957
48 H 1.627 -4.447 -3.082
49 H 2.255 -3.163 -0.849
50 H 1.613 -4.479 0.205
51 H -1.609 -3.405 0.171
52 H -0.392 -4.462 0.858

Forces on atoms 1 to 2 (eV/Å):
C 4.03 0.62 -6.81
H -0.40 1.54 1.02

3.
Molecular formula: C42H51BN5OS5TeY
Method: DFT, ωB97M-V with the def2-TZVPD basis set

Output
molar mass = 1029.557 g mol⁻¹
charge = -2
lowest unoccupied orbital energy = 0.1356 Eh
gap between HOMO and LUMO = 3.71 eV
HOMO energy = -0.02 eV

CARTESIAN COORDINATES (ANGSTROEM)
1 Y -0.409 1.078 -0.102
2 C -0.345 5.837 0.959
3 N 0.066 5.084 2.139
4 C -0.447 5.261 3.408
5 C 0.171 4.359 4.194
6 N 1.079 3.655 3.429
7 B 2.127 2.718 4.117
8 N 1.891 1.198 3.828
9 C 2.873 0.290 4.179
10 C 2.440 -0.943 3.851
11 N 1.198 -0.784 3.286
12 C 0.427 -1.891 2.716
13 C 0.858 0.527 3.274
14 S -0.691 1.120 2.748
15 C 1.012 4.117 2.177
16 S 1.757 3.678 0.649
17 H -1.243 6.394 1.220
18 H -0.562 5.146 0.143
19 H 0.435 6.533 0.651
20 H -1.219 5.982 3.615
21 H 0.034 4.127 5.234
22 H 3.240 3.011 3.727
23 H 2.006 2.918 5.314
24 H 3.789 0.609 4.647
25 H 2.887 -1.917 3.961
26 H 0.651 -2.800 3.268
27 H 0.684 -2.027 1.667
28 H -0.632 -1.676 2.795
29 C -4.898 2.899 0.451
30 C -3.522 2.563 -0.105
31 S -3.024 0.877 0.098
32 C -2.810 3.520 -0.728
33 C -3.375 4.919 -0.887
34 S -1.174 3.299 -1.389
35 H -5.271 2.070 1.051
36 H -5.622 3.081 -0.354
37 H -4.875 3.793 1.081
38 H -4.456 4.909 -1.051
39 H -2.905 5.418 -1.736
40 H -3.191 5.541 0.000
41 Te -0.094 -0.049 -3.340
42 C -0.156 1.034 -5.179
43 C -0.169 2.428 -5.200
44 C -0.259 3.113 -6.407
45 C -0.330 2.411 -7.604
46 C -0.306 1.021 -7.591
47 C -0.216 0.337 -6.383
48 C -2.209 -0.172 -3.325
49 C -2.974 0.986 -3.408
50 C -4.357 0.901 -3.338
51 C -4.977 -0.332 -3.170
52 C -4.209 -1.484 -3.081
53 C -2.823 -1.407 -3.160
54 H -0.126 2.980 -4.266
55 H -0.280 4.196 -6.409
56 H -0.407 2.945 -8.544
57 H -0.359 0.467 -8.521
58 H -0.202 -0.747 -6.376
59 H -2.498 1.955 -3.474
60 H -4.946 1.810 -3.374
61 H -6.056 -0.391 -3.087
62 H -4.681 -2.447 -2.923
63 H -2.230 -2.305 -3.049
64 O -0.173 -1.070 -0.791
65 S -1.023 -2.417 -0.325
66 C -0.422 -3.623 -1.516
67 C 0.924 -4.223 -1.190
68 C 1.076 -5.593 -1.013
69 C 2.312 -6.140 -0.687
70 C 3.420 -5.320 -0.535
71 C 3.282 -3.947 -0.718
72 C 2.048 -3.405 -1.044
73 C -1.724 -5.433 1.558
74 C -0.953 -5.259 2.696
75 C -1.456 -4.628 3.898
76 C -0.687 -4.457 5.028
77 C 0.657 -4.865 5.092
78 C 1.183 -5.469 3.937
79 C 0.433 -5.666 2.797
80 H -0.384 -3.113 -2.482
81 H -1.197 -4.392 -1.547
82 H 0.208 -6.237 -1.102
83 H 2.401 -7.209 -0.527
84 H 4.380 -5.743 -0.263
85 H 4.137 -3.292 -0.590
86 H 1.933 -2.335 -1.170
87 H -1.328 -5.929 0.676
88 H -2.730 -5.030 1.503
89 H -2.481 -4.267 3.889
90 H -1.133 -3.969 5.892
91 H 1.257 -4.713 5.981
92 H 2.223 -5.789 3.935
93 H 0.897 -6.113 1.922
94 C 4.211 1.864 1.137
95 C 3.119 1.472 0.142
96 C 3.551 1.917 -1.262
97 C 2.963 -0.043 0.148
98 N 1.773 2.021 0.455
99 H 5.122 1.294 0.928
100 H 3.890 1.650 2.155
101 H 4.449 2.928 1.075
102 H 4.538 1.517 -1.519
103 H 3.600 3.008 -1.321
104 H 2.828 1.569 -2.006
105 H 3.874 -0.521 -0.224
106 H 2.137 -0.363 -0.491
107 H 2.772 -0.407 1.160

Forces on atoms 1 to 2 (eV/Å):
Y 0.69 -0.69 0.50
C 0.00 -0.07 0.18

4.
Molecular formula: C4H10BrPS
Method: DFT, ωB97M-V with the def2-TZVPD basis set

Output
molar mass = 201.069 g mol⁻¹
charge = 0
energy relative to the best compared isomer or geometry (same formula, charge and spin) = 1.402 eV
lowest unoccupied orbital energy = 0.0099 Eh
SMILES = CP(S)Br.C=CC
gap between HOMO and LUMO = 9.63 eV
HOMO energy = -9.37 eV

CARTESIAN COORDINATES (ANGSTROEM)
1 C -0.943 2.217 -0.566
2 C -2.193 0.488 0.634
3 C 1.497 -0.525 1.343
4 C -1.878 1.284 -0.568
5 P 1.937 -0.169 -0.444
6 S 0.928 -1.905 -1.321
7 Br 4.071 -0.744 -0.042
8 H -0.422 2.381 0.415
9 H 1.547 -2.777 -0.549
10 H -0.681 2.962 -1.392
11 H -2.322 -0.491 0.404
12 H -3.158 0.828 1.082
13 H -1.490 0.505 1.557
14 H 1.918 -1.595 1.722
15 H 2.001 0.319 1.902
16 H 0.311 -0.474 1.527
17 H -2.638 1.248 -1.438

Forces on atoms 1 to 2 (eV/Å):
C 1.17 1.60 0.19
C -0.13 2.25 2.99

5.
Molecular formula: C4H6O2
Method: DFT, ωB97M-V with the def2-TZVPD basis set

Output
molar mass = 86.090 g mol⁻¹
charge = 0
energy relative to the best compared isomer or geometry (same formula, charge and spin) = 1.756 eV
lowest unoccupied orbital energy = 0.0338 Eh
SMILES = O=C[C@@H]1C[C@@H]1O
gap between HOMO and LUMO = 10.66 eV
HOMO energy = -9.74 eV

CARTESIAN COORDINATES (ANGSTROEM)
1 O -1.765 -0.031 0.659
2 C -0.855 -0.560 -0.241
3 C -0.009 0.307 -1.092
4 C 0.643 -0.481 0.030
5 C 1.194 0.314 1.159
6 O 0.777 1.405 1.481
7 H -2.240 0.685 0.219
8 H -1.156 -1.522 -0.655
9 H 0.197 0.019 -2.117
10 H -0.061 1.375 -0.889
11 H 1.206 -1.371 -0.237
12 H 2.069 -0.140 1.685

Forces on atoms 1 to 2 (eV/Å):
O -0.06 0.15 -0.02
C 0.10 -0.21 -0.17

6.
Molecular formula: C18H9AuBr2F3N2O8S
Method: DFT, ωB97M-V with the def2-TZVPD basis set

Output
molar mass = 827.112 g mol⁻¹
charge = -1
lowest unoccupied orbital energy (spin up / spin down) = 0.0147 / -0.0484 Eh
multiplicity = 3
gap between HOMO and LUMO (spin up / spin down) = 5.74 / 4.02 eV
⟨S²⟩ = 2.05
HOMO energy (spin up / spin down) = -5.34 / -5.33 eV

CARTESIAN COORDINATES (ANGSTROEM)
1 Au 0.498 0.618 -0.637
2 C -0.573 2.634 1.597
3 C -1.711 2.120 0.763
4 C -3.028 2.561 0.954
5 C -3.977 2.243 0.028
6 C -3.682 1.413 -1.068
7 C -4.723 0.772 -1.835
8 Br -6.518 1.379 -1.909
9 C -4.451 -0.299 -2.633
10 C -3.148 -0.702 -2.795
11 Br -2.696 -2.351 -3.655
12 C -2.049 0.032 -2.278
13 O -0.861 -0.252 -2.692
14 C -2.352 0.987 -1.223
15 N -1.414 1.335 -0.352
16 H -0.948 3.525 2.093
17 H 0.265 2.991 0.964
18 H -0.199 1.903 2.306
19 H -3.324 3.080 1.904
20 H -5.022 2.536 0.162
21 H -5.269 -0.910 -2.968
22 O 7.012 -1.440 -0.195
23 C 6.242 -1.573 0.790
24 O 6.472 -2.021 1.928
25 C 4.885 -1.001 0.483
26 C 3.821 -1.849 0.267
27 C 2.631 -1.363 -0.245
28 N 2.382 -0.054 -0.235
29 C 3.349 0.867 -0.029
30 C 4.602 0.376 0.388
31 C 2.948 2.267 -0.212
32 O 3.738 3.220 -0.085
33 O 1.693 2.440 -0.497
34 H 3.864 -2.891 0.429
35 H 1.835 -1.998 -0.555
36 H 5.398 1.127 0.598
37 F 1.040 -2.820 2.041
38 C -0.158 -3.410 1.556
39 F 0.068 -4.162 0.434
40 F -0.580 -4.245 2.495
41 S -1.361 -1.983 1.088
42 O -2.591 -2.665 0.781
43 O -1.376 -1.068 2.197
44 O -0.732 -1.372 -0.146

Forces on atoms 1 to 2 (eV/Å):
Au 1.02 -0.02 1.13
C -0.10 0.48 -0.58

7.
Molecular formula: C22H47N2O3
Method: DFT, ωB97M-V with the def2-TZVPD basis set

Output
molar mass = 387.629 g mol⁻¹
charge = +1
energy relative to the best compared isomer or geometry (same formula, charge and spin) = 0.000 eV
lowest unoccupied orbital energy = -0.0892 Eh
gap between HOMO and LUMO = 8.66 eV
HOMO energy = -11.09 eV

CARTESIAN COORDINATES (ANGSTROEM)
1 C 1.078 3.079 -1.492
2 C 0.657 1.612 -1.599
3 C 1.702 0.650 -1.005
4 C 1.078 -0.592 -0.362
5 N 1.558 -0.846 1.014
6 C 1.331 0.275 1.855
7 O 0.529 1.159 1.633
8 O 2.089 0.254 2.968
9 C 3.506 0.310 2.722
10 C 3.989 1.738 2.899
11 C 5.418 1.976 2.386
12 C 5.482 3.006 1.258
13 C 5.061 2.522 -0.145
14 C 5.305 1.047 -0.442
15 C 5.154 0.793 -1.946
16 O 5.679 -0.424 -2.412
17 C 5.262 -1.554 -1.684
18 H 0.888 3.410 -0.473
19 H 2.126 3.217 -1.740
20 H 0.449 3.689 -2.137
21 H -0.278 1.498 -1.052
22 H 0.469 1.320 -2.632
23 H 2.339 0.316 -1.823
24 H 2.340 1.186 -0.305
25 H 1.374 -1.461 -0.948
26 H -0.013 -0.559 -0.378
27 H 1.001 -1.593 1.413
28 H 3.971 -0.325 3.473
29 H 3.751 -0.115 1.752
30 H 3.947 1.950 3.966
31 H 3.276 2.417 2.433
32 H 5.909 1.041 2.123
33 H 5.994 2.388 3.213
34 H 6.465 3.470 1.221
35 H 4.799 3.809 1.541
36 H 5.644 3.096 -0.868
37 H 4.022 2.786 -0.339
38 H 4.526 0.469 0.058
39 H 6.281 0.707 -0.106
40 H 4.094 0.878 -2.222
41 H 5.667 1.598 -2.468
42 H 5.314 -2.422 -2.335
43 H 5.921 -1.736 -0.833
44 H 4.238 -1.461 -1.313
45 C -6.835 0.580 -1.762
46 C -7.060 -0.935 -1.675
47 C -6.630 -1.620 -0.384
48 N -5.161 -1.940 -0.197
49 C -5.062 -2.647 1.140
50 C -3.639 -2.860 1.618
51 C -2.883 -1.540 1.670
52 C -2.915 -0.881 0.299
53 C -4.337 -0.677 -0.196
54 C -4.709 -2.859 -1.279
55 H -5.829 0.843 -2.084
56 H -7.515 1.010 -2.495
57 H -7.029 1.068 -0.806
58 H -6.645 -1.434 -2.551
59 H -8.137 -1.105 -1.730
60 H -7.133 -2.584 -0.304
61 H -6.921 -1.017 0.476
62 H -5.605 -2.027 1.852
63 H -5.591 -3.592 1.027
64 H -3.679 -3.315 2.608
65 H -3.115 -3.573 0.977
66 H -1.854 -1.701 1.990
67 H -3.343 -0.877 2.409
68 H -2.346 -1.479 -0.419
69 H -2.426 0.093 0.339
70 H -4.323 -0.313 -1.219
71 H -4.866 0.038 0.434
72 H -4.742 -2.334 -2.228
73 H -5.370 -3.722 -1.299
74 H -3.691 -3.176 -1.081

Forces on atoms 1 to 2 (eV/Å):
C -0.54 -0.36 -0.02
C 0.26 0.02 0.31

8.
Molecular formula: C33H24F7N5O6S
Method: DFT, ωB97M-V with the def2-TZVPD basis set

Output
molar mass = 751.637 g mol⁻¹
charge = 0
lowest unoccupied orbital energy = -0.0256 Eh
SMILES = Nc1cccc2c1Sc1ccccc1N2C(F)(F)C(F)(F)C(F)(F)F.O=[N+]([O-])c1ccccc1.O=[N+]([O-])c1ccccc1.O=[N+]([O-])c1ccccc1
gap between HOMO and LUMO = 7.62 eV
HOMO energy = -8.31 eV

CARTESIAN COORDINATES (ANGSTROEM)
1 N 2.795 -7.002 -2.329
2 C 2.214 -5.670 -2.381
3 C 1.201 -5.441 -3.428
4 C 0.586 -4.113 -3.527
5 C 0.955 -3.074 -2.571
6 C 1.954 -3.299 -1.509
7 C 2.598 -4.617 -1.443
8 S 3.876 -4.859 -0.149
9 C 4.572 -3.167 -0.035
10 C 6.000 -2.927 0.265
11 C 6.453 -1.532 0.377
12 C 5.540 -0.389 0.203
13 C 4.154 -0.684 -0.133
14 C 3.640 -2.062 -0.259
15 N 2.225 -2.183 -0.601
16 C 1.372 -2.355 0.593
17 F 2.126 -2.744 1.693
18 F 0.436 -3.368 0.394
19 C 0.496 -1.056 0.920
20 F -0.777 -1.157 0.383
21 F 1.064 0.084 0.380
22 C 0.270 -0.866 2.489
23 F -0.754 0.047 2.683
24 F 1.409 -0.415 3.078
25 F -0.176 -2.023 3.077
26 H 2.886 -7.286 -1.343
27 H 2.059 -7.630 -2.679
28 H 0.902 -6.232 -4.150
29 H -0.170 -3.852 -4.310
30 H 0.457 -2.074 -2.670
31 H 6.718 -3.766 0.431
32 H 7.519 -1.268 0.604
33 H 5.864 0.668 0.315
34 H 3.445 0.171 -0.269
35 C -3.381 1.461 1.672
36 C -4.339 2.387 1.275
37 C -5.452 1.972 0.558
38 C -5.598 0.626 0.249
39 C -4.643 -0.305 0.635
40 C -3.530 0.118 1.349
41 N -6.785 0.180 -0.488
42 O -7.594 1.026 -0.827
43 O -6.898 -1.012 -0.714
44 H -2.516 1.788 2.237
45 H -4.217 3.434 1.528
46 H -6.192 2.701 0.253
47 H -4.752 -1.354 0.390
48 H -2.782 -0.599 1.657
49 C -5.919 5.013 6.663
50 C -6.263 5.566 5.436
51 C -5.275 5.871 4.510
52 C -3.947 5.615 4.824
53 C -3.593 5.070 6.051
54 C -4.586 4.769 6.972
55 N -2.902 5.913 3.839
56 O -3.246 6.409 2.778
57 O -1.751 5.646 4.133
58 H -6.693 4.770 7.382
59 H -7.303 5.756 5.199
60 H -5.553 6.302 3.556
61 H -2.558 4.873 6.300
62 H -4.322 4.341 7.932
63 C 1.632 0.897 -5.245
64 C 2.504 0.863 -6.327
65 C 3.856 0.621 -6.122
66 C 4.320 0.409 -4.831
67 C 3.457 0.448 -3.745
68 C 2.108 0.693 -3.956
69 N 5.743 0.128 -4.612
70 O 6.476 0.120 -5.586
71 O 6.110 -0.085 -3.470
72 H 0.576 1.081 -5.409
73 H 2.130 1.024 -7.331
74 H 4.527 0.597 -6.970
75 H 3.818 0.287 -2.736
76 H 1.425 0.723 -3.115

Forces on atoms 1 to 2 (eV/Å):
N -1.34 0.79 0.89
C -1.01 0.64 -0.65